DFT (wB97M-V/def2-TZVPD) results for an isolated molecule of C16H15N5O in a non-equilibrium geometry.

Values from the calculation:
energy above the lowest of the compared OMol25 structures with the same formula, charge and spin	50.88	kJ/mol
HOMO energy	-8.20	eV
HOMO-LUMO gap	7.91	eV
structure (SMILES)	O=C1CCC[C@H](c2nnc3c[nH]c(-c4cccnc4)cc2-3)N1

ORCA input file:
```
! RIJCOSX wB97M-V def2-TZVPD def2/J DEFGRID3
* xyz 0 1
O 1.279 -2.838 0.498
C 1.128 -2.722 -0.722
C 2.340 -2.698 -1.640
C 2.047 -1.871 -2.912
C 0.618 -2.056 -3.461
C -0.418 -1.724 -2.412
C -0.567 -0.222 -2.220
N -0.788 0.600 -3.303
N -0.778 1.827 -2.986
C -0.742 1.875 -1.647
C -0.775 2.951 -0.775
N -0.680 2.772 0.600
C -0.693 1.496 1.183
C -0.700 1.416 2.650
C -1.232 2.485 3.399
C -1.140 2.415 4.775
C -0.653 1.241 5.376
N -0.253 0.187 4.684
C -0.250 0.281 3.359
C -0.702 0.365 0.385
C -0.656 0.558 -1.094
N -0.130 -2.465 -1.181
H 2.524 -3.714 -1.970
H 3.176 -2.224 -1.111
H 2.213 -0.817 -2.736
H 2.782 -2.172 -3.683
H 0.518 -1.443 -4.369
H 0.502 -3.108 -3.740
H -1.377 -2.080 -2.795
H -0.758 3.906 -1.231
H -0.557 3.601 1.184
H -1.718 3.318 2.889
H -1.494 3.170 5.444
H -0.572 1.164 6.438
H 0.045 -0.587 2.793
H -0.748 -0.613 0.763
H -0.792 -2.276 -0.431
*
```

natural (NBO) atomic charge list, values in e, 6 entries:
1. O -0.6388
2. C 0.6804
3. C -0.4979
4. C -0.3967
5. C -0.4039
6. C -0.0693